Entry 1:
Entry from OMol25: 7 unconnected molecules or ions with the total composition C32H88BN8O6 (ωB97M-V/def2-TZVPD).

## Properties
**HOMO energy**: -3.52 eV
**Net charge**: -1
**Energy**: -2186.13336 Ha
**HOMO-LUMO gap**: 5.158 eV

Bonds (Å) are listed after each position.
Positions of all 135 atoms, in Å:
1 C -5.393 1.161 -6.272  C2 1.673, H12 1.187, H13 1.175, H14 1.170
2 C -4.186 1.778 -5.291  C1 1.673, N3 1.543, H15 1.175, H16 1.170
3 N -3.185 0.617 -5.114  C2 1.543, B4 1.515, H17 1.048
4 B -2.103 0.965 -4.114  N3 1.515, C5 1.678, C6 1.639, H18 1.199
5 C -2.768 1.084 -2.578  B4 1.678, H19 1.170, H20 1.172, H21 1.194
6 C -0.876 -0.115 -3.983  B4 1.639, C7 1.636, H22 1.192, H23 1.185
7 C -0.740 -1.194 -5.206  C6 1.636, C8 1.673, H24 1.170, H25 1.194
8 C -1.429 -2.665 -4.808  C7 1.673, C9 1.639, H26 1.185, H27 1.193
9 C -3.036 -2.570 -4.500  C8 1.639, C10 1.665, H28 1.179, H29 1.178
10 C -3.674 -4.011 -3.962  C9 1.665, N11 1.515, H30 1.181, H31 1.183
11 N -3.021 -5.227 -4.587  C10 1.515, H32 1.045, H33 1.045
12 H -5.893 0.226 -5.739  C1 1.187
13 H -6.193 2.002 -6.451  C1 1.175
14 H -4.887 0.836 -7.276  C1 1.170
15 H -3.697 2.672 -5.875  C2 1.175
16 H -4.724 2.077 -4.296  C2 1.170
17 H -2.819 0.474 -6.085  N3 1.048
18 H -1.705 2.071 -4.347  B4 1.199
19 H -3.527 1.969 -2.478  C5 1.170
20 H -1.889 1.264 -1.824  C5 1.172
21 H -3.255 0.032 -2.293  C5 1.194
22 H 0.145 0.500 -3.953  C6 1.192
23 H -0.916 -0.697 -2.952  C6 1.185
24 H -1.068 -0.807 -6.260  C7 1.170
25 H 0.424 -1.439 -5.303  C7 1.194
26 H -1.248 -3.370 -5.743  C8 1.185
27 H -0.795 -3.149 -3.920  C8 1.193
28 H -3.284 -1.776 -3.663  C9 1.179
29 H -3.595 -2.272 -5.494  C9 1.178
30 H -3.599 -4.023 -2.783  C10 1.181
31 H -4.828 -3.985 -4.218  C10 1.183
32 H -2.238 -5.555 -3.977  N11 1.045
33 H -2.716 -5.040 -5.569  N11 1.045
34 C 1.934 1.063 -0.947  C35 1.526, H40 1.094, H41 1.096, H42 1.097
35 C 2.416 1.850 -2.161  C34 1.526, C36 1.547, N39 1.471, H43 1.097
36 C 3.834 2.444 -1.994  C35 1.547, O37 1.431, H44 1.098, H45 1.095
37 O 3.893 3.603 -1.157  C36 1.431, C38 1.419
38 C 3.907 3.321 0.233  O37 1.419, H46 1.094, H47 1.089, H48 1.095
39 N 1.428 2.894 -2.475  C35 1.471, H49 1.021, H50 1.024
40 H 1.613 1.708 -0.125  C34 1.094
41 H 1.074 0.438 -1.214  C34 1.096
42 H 2.722 0.399 -0.572  C34 1.097
43 H 2.453 1.150 -3.005  C35 1.097
44 H 4.177 2.778 -2.982  C36 1.098
45 H 4.551 1.687 -1.658  C36 1.095
46 H 4.456 2.403 0.462  C38 1.094
47 H 2.888 3.266 0.614  C38 1.089
48 H 4.404 4.154 0.743  C38 1.095
49 H 1.702 3.353 -3.344  N39 1.021
50 H 1.529 3.631 -1.771  N39 1.024
51 C 10.209 3.984 0.938  C52 1.526, H57 1.094, H58 1.096, H59 1.097
52 C 9.063 3.279 0.220  C51 1.526, C53 1.547, N56 1.471, H60 1.097
53 C 7.683 3.503 0.882  C52 1.547, O54 1.431, H61 1.098, H62 1.095
54 O 7.471 2.742 2.074  C53 1.431, C55 1.419
55 C 8.058 3.300 3.239  O54 1.419, H63 1.094, H64 1.089, H65 1.095
56 N 9.381 1.847 0.107  C52 1.471, H66 1.021, H67 1.024
57 H 10.516 3.468 1.852  C51 1.094
58 H 11.092 4.034 0.290  C51 1.096
59 H 9.933 5.012 1.202  C51 1.097
60 H 9.011 3.698 -0.793  C52 1.097
61 H 6.913 3.165 0.176  C53 1.098
62 H 7.491 4.566 1.062  C53 1.095
63 H 8.034 4.394 3.228  C55 1.094
64 H 9.079 2.938 3.352  C55 1.089
65 H 7.488 2.953 4.106  C55 1.095
66 H 8.661 1.397 -0.460  N56 1.021
67 H 9.251 1.433 1.035  N56 1.024
68 C -5.910 -1.464 2.353  C69 1.526, H74 1.094, H75 1.096, H76 1.097
69 C -4.762 -2.136 1.605  C68 1.526, C70 1.547, N73 1.471, H77 1.097
70 C -3.933 -1.164 0.734  C69 1.547, O71 1.431, H78 1.098, H79 1.095
71 O -4.569 -0.780 -0.488  C70 1.431, C72 1.419
72 C -5.531 0.254 -0.349  O71 1.419, H80 1.094, H81 1.089, H82 1.095
73 N -5.300 -3.249 0.808  C69 1.471, H83 1.021, H84 1.024
74 H -6.765 -1.247 1.706  C68 1.094
75 H -6.276 -2.114 3.155  C68 1.096
76 H -5.581 -0.524 2.812  C68 1.097
77 H -4.086 -2.553 2.362  C69 1.097
78 H -3.012 -1.681 0.436  C70 1.098
79 H -3.620 -0.281 1.302  C70 1.095
80 H -5.248 0.980 0.419  C72 1.094
81 H -6.510 -0.173 -0.133  C72 1.089
82 H -5.607 0.780 -1.306  C72 1.095
83 H -4.520 -3.758 0.390  N73 1.021
84 H -5.782 -2.841 0.002  N73 1.024
85 C 2.576 1.585 4.697  C86 1.526, H91 1.094, H92 1.096, H93 1.097
86 C 2.693 0.090 4.417  C85 1.526, C87 1.547, N90 1.471, H94 1.097
87 C 2.136 -0.329 3.036  C86 1.547, O88 1.431, H95 1.098, H96 1.095
88 O 0.708 -0.378 2.967  C87 1.431, C89 1.419
89 C 0.087 0.884 2.773  O88 1.419, H97 1.094, H98 1.089, H99 1.095
90 N 2.044 -0.652 5.508  C86 1.471, H100 1.021, H101 1.024
91 H 1.560 1.886 4.969  C85 1.094
92 H 3.225 1.868 5.534  C85 1.096
93 H 2.885 2.173 3.825  C85 1.097
94 H 3.762 -0.156 4.425  C86 1.097
95 H 2.474 -1.353 2.833  C87 1.098
96 H 2.541 0.294 2.232  C87 1.095
97 H 0.684 1.543 2.135  C89 1.094
98 H -0.111 1.355 3.735  C89 1.089
99 H -0.878 0.716 2.284  C89 1.095
100 H 2.210 -1.649 5.370  N90 1.021
101 H 1.032 -0.556 5.381  N90 1.024
102 C 6.660 -3.735 5.796  C103 1.526, H108 1.094, H109 1.096, H110 1.097
103 C 6.115 -2.311 5.844  C102 1.526, C104 1.547, N107 1.471, H111 1.097
104 C 7.035 -1.319 6.594  C103 1.547, O105 1.431, H112 1.098, H113 1.095
105 O 6.991 -1.437 8.019  C104 1.431, C106 1.419
106 C 7.787 -2.486 8.545  O105 1.419, H114 1.094, H115 1.089, H116 1.095
107 N 4.763 -2.337 6.423  C103 1.471, H117 1.021, H118 1.024
108 H 6.533 -4.268 6.742  C102 1.094
109 H 6.135 -4.319 5.031  C102 1.096
110 H 7.726 -3.739 5.541  C102 1.097
111 H 6.036 -1.962 4.807  C103 1.097
112 H 6.684 -0.302 6.372  C104 1.098
113 H 8.067 -1.375 6.232  C104 1.095
114 H 8.707 -2.633 7.972  C106 1.094
115 H 7.209 -3.409 8.587  C106 1.089
116 H 8.061 -2.223 9.572  C106 1.095
117 H 4.364 -1.400 6.362  N107 1.021
118 H 4.867 -2.489 7.431  N107 1.024
119 C -10.488 -1.373 -3.947  C120 1.526, H125 1.094, H126 1.096, H127 1.097
120 C -10.571 -0.960 -2.480  C119 1.526, C121 1.547, N124 1.471, H128 1.097
121 C -9.749 0.306 -2.143  C120 1.547, O122 1.431, H129 1.098, H130 1.095
122 O -8.339 0.085 -2.052  C121 1.431, C123 1.419
123 C -7.669 0.052 -3.302  O122 1.419, H131 1.094, H132 1.089, H133 1.095
124 N -10.173 -2.101 -1.642  C120 1.471, H134 1.021, H135 1.024
125 H -9.544 -1.868 -4.194  C119 1.094
126 H -11.289 -2.079 -4.191  C119 1.096
127 H -10.600 -0.503 -4.606  C119 1.097
128 H -11.623 -0.732 -2.270  C120 1.097
129 H -10.057 0.651 -1.147  C121 1.098
130 H -9.969 1.126 -2.835  C121 1.095
131 H -8.110 0.745 -4.025  C123 1.094
132 H -7.664 -0.964 -3.697  C123 1.089
133 H -6.627 0.345 -3.138  C123 1.095
134 H -10.326 -1.856 -0.663  N124 1.021
135 H -9.155 -2.191 -1.712  N124 1.024

Löwdin population analysis, charges in e, atoms 1 to 5: atom 1 (C): -0.155, atom 2 (C): -0.275, atom 3 (N): -0.057, atom 4 (B): -0.838, atom 5 (C): -0.125

Entry 2:
Entry from OMol25: C4H7NO2 in the gas phase (ωB97M-V/def2-TZVPD).

## Properties
**HOMO energy (alpha / beta)**: -9.59 / -9.83 eV
**Energy**: -361.68591 Ha
**HOMO-LUMO gap (alpha / beta)**: 8.047 / 9.378 eV

Bonds (Å) are listed after each position.
Positions of all 14 atoms, in Å:
1 O -1.055 -1.727 -0.721  C2 1.395, H8 0.976
2 C -0.132 -1.012 0.040  O1 1.395, C3 1.580, C6 1.508, H9 1.093
3 C 0.837 -0.199 -0.908  C2 1.580, N4 1.434, H10 1.102, H11 1.100
4 N 0.464 1.185 -0.866  C3 1.434, H12 1.033
5 C -0.117 0.825 1.748  C6 1.382, H13 1.085, H14 1.087
6 C -0.781 0.157 0.736  C2 1.508, C5 1.382, O7 1.264
7 O -1.644 0.722 0.005  C6 1.264
8 H -1.737 -1.065 -0.940  O1 0.976
9 H 0.415 -1.707 0.681  C2 1.093
10 H 1.864 -0.302 -0.520  C3 1.102
11 H 0.827 -0.639 -1.916  C3 1.100
12 H 0.857 1.612 -1.721  N4 1.033
13 H -0.475 1.800 2.061  C5 1.085
14 H 0.678 0.351 2.319  C5 1.087

natural (NBO) population analysis, charges in e, atoms 1 to 5: atom 1 (O): -0.706, atom 2 (C): 0.015, atom 3 (C): -0.327, atom 4 (N): -0.423, atom 5 (C): -0.227